Model one:
ORCA calculation (ωB97M-V/def2-TZVPD) on C2H4N4O as an isolated structure.

XYZ file:
```
11
Properties=species:S:1:pos:R:3
C 0.49201 0.59804 -0.03940
C -0.10282 -0.84188 -0.00480
N 1.92392 0.28190 0.21148
N 1.10889 -1.66557 -0.07947
N 2.11589 -0.99122 0.06615
N 4.26098 -0.06516 0.01607
O 3.55820 0.80903 -0.11660
H 0.28351 1.15298 -1.07963
H 0.26174 1.13613 0.86581
H -0.60096 -1.22346 0.80051
H -0.64665 -0.93982 -0.84767
```

E_HOMO (alpha / beta)   -8.378 / -8.380 eV
Lowest unoccupied orbital energy (alpha / beta)   -0.79 / -0.79 eV
Orbital gap (alpha / beta)   7.59 / 7.59 eV

Model two:
ORCA calculation (ωB97M-V/def2-TZVPD) on a single C2H4N4O molecule.

XYZ file:
```
11
Properties=species:S:1:pos:R:3
N -0.69566 -1.29011 -1.96070
C 0.04898 -0.55291 -1.07881
N -0.39493 0.65794 -0.60276
N -0.28042 0.83086 0.74281
C 0.82700 0.59864 1.44725
O 0.54356 0.79100 2.74653
N 1.22806 -0.64102 -0.64882
H -1.48472 -0.77342 -2.32701
H -0.17451 -1.80590 -2.65941
H -1.00503 1.43028 1.12857
H 1.38768 0.75463 3.21235
```

E_HOMO (alpha / beta)   -8.697 / -8.397 eV
Lowest unoccupied orbital energy (alpha / beta)   -0.32 / -0.97 eV
Orbital gap (alpha / beta)   8.37 / 7.43 eV

Model three:
ORCA calculation (ωB97M-V/def2-TZVPD) on a single C2H4N4O molecule.

XYZ file:
```
11
Properties=species:S:1:pos:R:3
N 2.09843 0.32996 -0.02405
C 0.76662 0.10742 0.00430
N 0.24208 -0.92757 0.66460
N -1.14824 -0.76413 0.33368
C -1.26823 0.59943 -0.36553
O -2.41469 0.99558 -0.31419
N -0.04730 1.01080 -0.62805
H 2.73994 -0.38057 0.28814
H 2.43594 1.04345 -0.65127
H -1.45043 -1.55094 -0.24234
H -1.95412 -0.46341 0.93473
```

E_HOMO   -9.317 eV
Structure (SMILES)   NC1=N[NH2+]C([O-])=N1
Lowest unoccupied orbital energy   0.67 eV
Orbital gap   9.99 eV

Quick one: most stable of them? model three

Model one:
ORCA calculation (ωB97M-V/def2-TZVPD) on a single CH3ClN2O2 molecule.

XYZ file:
```
9
Properties=species:S:1:pos:R:3
C -1.23869 0.64971 0.29410
N 0.88268 -1.35447 -0.30146
N 0.99080 -0.14876 -0.48033
O -0.17709 0.83178 -0.86784
O 2.09765 0.30927 -0.36008
Cl 2.19491 -2.43577 -0.17869
H -1.69948 1.73476 0.47033
H -2.21822 0.01150 0.20610
H -0.83257 0.40197 1.21786
```

E_HOMO   -10.195 eV
Structure (SMILES)   CO/[N+]([O-])=N/Cl
Lowest unoccupied orbital energy   -0.61 eV
Orbital gap   9.59 eV

Model two:
ORCA calculation (ωB97M-V/def2-TZVPD) on a 2-piece molecular cluster, CH3ClN2O2 overall.

XYZ file:
```
9
Properties=species:S:1:pos:R:3
C -1.12142 0.32976 -0.17962
N -0.00791 0.92278 -0.59573
N 1.67348 -1.05601 0.13303
O 0.96221 -1.89955 0.61168
O 2.70689 -1.01384 -0.46844
Cl 0.19616 2.35253 0.29999
H -1.62539 -0.30520 -0.87557
H -0.92789 -0.31665 0.76743
H -1.85612 0.98617 0.30723
```

E_HOMO (alpha / beta)   -10.167 / -9.592 eV
Lowest unoccupied orbital energy (alpha / beta)   -1.00 / -1.42 eV
Orbital gap (alpha / beta)   9.16 / 8.18 eV

Model three:
ORCA calculation (ωB97M-V/def2-TZVPD) on a single CH3ClN2O2 molecule.

XYZ file:
```
9
Properties=species:S:1:pos:R:3
C -1.26044 0.69240 -0.22057
N 1.12336 -0.78906 -0.57657
N 0.87436 -0.34111 0.56158
O -0.21558 0.52893 0.76080
O 1.47732 -0.44964 1.58624
Cl 2.51028 -1.70917 -0.67541
H -1.71477 -0.31114 -0.34839
H -1.99824 1.51154 0.18200
H -0.79629 0.86725 -1.26968
```

E_HOMO   -10.209 eV
Structure (SMILES)   CO/[N+]([O-])=N/Cl
Lowest unoccupied orbital energy   0.64 eV
Orbital gap   10.85 eV

Quick one: most stable of them? model three

Model one:
ORCA calculation (ωB97M-V/def2-TZVPD) on a 2-piece molecular cluster, CH3ClN2O2 overall.

XYZ file:
```
9
Properties=species:S:1:pos:R:3
C -0.34046 -0.04533 0.68736
N -1.18200 -1.01282 0.50967
N 1.21872 -0.04512 -0.83170
O 0.05788 0.86624 1.37627
O 1.61367 1.18890 -0.53783
Cl 0.28864 -0.03083 -2.33309
H -1.03254 -1.45229 -0.40385
H -1.87423 -1.07277 1.17637
H 1.25032 1.60402 0.35680
```

E_HOMO (alpha / beta)   -8.345 / -8.347 eV
Lowest unoccupied orbital energy (alpha / beta)   0.16 / 0.16 eV
Orbital gap (alpha / beta)   8.50 / 8.51 eV

Model two:
ORCA calculation (ωB97M-V/def2-TZVPD) on a single CH3ClN2O2 molecule.

XYZ file:
```
9
Properties=species:S:1:pos:R:3
C -1.19808 0.25751 0.96641
N -0.82088 0.55548 -0.32530
N -0.02575 -0.55477 1.61201
O -2.13572 0.46244 1.62315
O 0.83991 -1.14679 0.71575
Cl -0.57779 -1.72312 2.77538
H 0.13459 0.44395 -0.60164
H -1.15119 1.50342 -0.57141
H 1.47344 -1.66852 1.16783
```

E_HOMO   -9.199 eV
Structure (SMILES)   NC(=O)N(O)Cl
Lowest unoccupied orbital energy   0.66 eV
Orbital gap   9.86 eV

Model three:
ORCA calculation (ωB97M-V/def2-TZVPD) on a single CH3ClN2O2 molecule.

XYZ file:
```
9
Properties=species:S:1:pos:R:3
C -1.05503 0.35577 0.10017
N 0.23866 0.21601 -0.41729
N 1.03334 -0.89740 -0.16627
O 0.40827 -1.97878 -0.13980
O 2.19785 -0.77516 -0.07807
Cl 1.34664 1.82701 -0.11742
H -1.61758 -0.43061 -0.18857
H -1.12054 0.32493 1.20346
H -1.43161 1.35823 -0.19621
```

E_HOMO   -10.882 eV
Structure (SMILES)   CN(Cl)[N+](=O)[O-]
Lowest unoccupied orbital energy   -1.48 eV
Orbital gap   9.40 eV

Quick one: most stable of them? model two